Arrangement a

15
Properties=species:S:1:pos:R:3:nbo_charge:R:1 method="wB97M-V/def2-TZVPD" charge=0 homo_energy_ev=-8.806 lumo_ev=-0.736 multiplicity=1
C 0.871 -0.687 1.072 -0.035
C -0.420 -0.025 0.607 -0.146
C -1.381 -0.707 -0.306 -0.543
C -1.523 0.577 -1.132 0.701
H 1.488 0.610 -0.955 0.380
H 3.053 -0.150 -0.969 0.363
H 0.974 -1.294 2.097 0.207
H -0.865 0.246 1.558 0.199
H -0.873 -1.573 -0.642 0.254
H -2.305 -1.161 0.160 0.255
H -0.787 2.269 0.645 0.369
N 2.339 0.217 -0.501 -0.653
N 2.062 -0.601 0.595 -0.216
N -0.376 1.145 -0.310 -0.631
O -2.255 1.133 -1.918 -0.505



Arrangement b

15
Properties=species:S:1:pos:R:3:nbo_charge:R:1 method="wB97M-V/def2-TZVPD" charge=0 homo_energy_ev=-8.927 lumo_ev=0.696 multiplicity=1
C 2.071 -0.330 0.020 -0.408
C -0.190 -1.249 -0.304 0.318
C -2.405 -0.384 0.432 0.518
C -0.239 1.828 -0.215 -0.007
H 2.610 0.470 -0.439 0.207
H 2.398 -0.255 1.143 0.199
H 2.508 -1.427 -0.252 0.223
H 0.265 -2.144 -0.801 0.189
H -2.808 -0.765 1.396 0.135
H 0.043 1.880 -1.386 0.190
H -0.759 2.643 0.267 0.201
N 0.685 -0.258 -0.087 -0.328
N -1.471 -1.359 0.023 -0.570
N 0.104 0.927 0.602 -0.273
O -2.811 0.424 -0.397 -0.592



Last place for stability: arrangement a



Arrangement a

15
Properties=species:S:1:pos:R:3:nbo_charge:R:1 method="wB97M-V/def2-TZVPD" charge=0 homo_energy_ev=-9.158 lumo_ev=0.674 multiplicity=1
C -0.073 0.177 -0.234 0.266
C -1.248 -0.432 0.393 0.426
N 0.207 0.716 2.215 -0.654
C 0.729 -0.735 -1.112 -0.210
C 1.252 -0.332 -2.259 -0.387
O -0.185 1.508 -0.571 -0.674
N -0.077 -0.211 1.191 -0.309
N -2.399 -0.875 0.285 -0.633
H 0.695 1.901 -0.467 0.483
H 0.718 0.227 2.946 0.365
H -0.647 1.103 2.612 0.353
H -2.898 -1.039 1.159 0.352
H 0.958 -1.693 -0.670 0.217
H 1.063 0.652 -2.657 0.202
H 1.906 -0.967 -2.830 0.202



Arrangement b

15
Properties=species:S:1:pos:R:3:nbo_charge:R:1 method="wB97M-V/def2-TZVPD" charge=0 homo_energy_ev=-8.350 lumo_ev=0.385 multiplicity=1
C 0.646 0.018 -0.733 0.145
C 0.786 -1.549 -0.506 -0.380
C -0.115 -0.803 0.511 -0.057
C -0.561 0.878 -0.585 0.366
H 2.764 0.375 -0.766 0.476
H 0.465 -2.410 -0.979 0.229
H 1.862 -1.872 -0.302 0.227
H -1.159 -1.161 0.034 0.195
H -0.899 -0.174 2.443 0.390
H -0.859 2.034 1.323 0.395
H -2.210 1.800 -1.234 0.335
N -0.153 -0.016 1.673 -0.447
N -0.915 1.030 0.757 -0.532
N -1.409 1.172 -1.562 -0.650
O 1.756 0.679 -0.074 -0.694



Last place for stability: arrangement b



Arrangement a

15
Properties=species:S:1:pos:R:3:nbo_charge:R:1 method="wB97M-V/def2-TZVPD" charge=0 homo_energy_ev=-8.454 lumo_ev=0.482 multiplicity=1
C 2.026 1.271 -0.062 -0.462
C -0.198 0.532 0.020 0.493
C -1.261 -0.456 0.365 0.397
C -0.485 -2.297 -0.194 -0.031
O -0.734 1.595 -0.622 -0.652
N 1.007 0.308 0.311 -0.474
N -1.047 -1.630 -1.059 -0.430
N -2.371 -0.244 0.863 -0.626
H -0.053 2.262 -0.784 0.493
H -3.155 -0.875 0.834 0.391
H 2.992 0.904 0.281 0.219
H 2.083 1.406 -1.149 0.193
H 1.861 2.253 0.401 0.187
H -0.312 -1.653 0.864 0.120
H -0.351 -3.374 -0.069 0.182



Arrangement b

15
Properties=species:S:1:pos:R:3:nbo_charge:R:1 method="wB97M-V/def2-TZVPD" charge=0 homo_energy_ev=-8.908 lumo_ev=0.744 multiplicity=1
C -0.146 1.516 0.119 -0.554
C -0.241 0.196 0.128 0.358
C 2.280 -0.095 -0.076 0.292
C -2.734 -0.087 -0.100 0.536
H 0.732 2.181 0.066 0.227
H -1.049 2.017 -0.259 0.199
H 0.777 -1.563 0.671 0.402
H 2.439 0.999 -0.029 0.188
H 3.292 -1.855 -0.067 0.345
H -1.562 -1.553 0.003 0.413
H -2.883 1.051 -0.369 0.134
N 0.898 -0.616 0.279 -0.674
N 3.337 -0.761 -0.201 -0.638
N -1.441 -0.563 -0.196 -0.639
O -3.698 -0.868 0.032 -0.588



Arrangement c

15
Properties=species:S:1:pos:R:3:nbo_charge:R:1 method="wB97M-V/def2-TZVPD" charge=0 homo_energy_ev=-8.686 lumo_ev=-0.072 multiplicity=1
C 1.924 -0.039 0.667 -0.246
C 0.466 0.252 -0.011 0.462
C -1.522 1.232 -0.164 -0.168
C -1.783 -0.044 0.023 0.367
H 2.120 -0.513 -1.538 0.375
H 3.939 -0.354 -0.375 0.385
H 1.764 -0.435 1.687 0.223
H 2.326 1.162 0.672 0.193
H -2.082 2.107 -0.288 0.222
H -2.448 -1.674 -1.003 0.397
H -4.054 -0.612 0.428 0.405
N 2.736 -0.702 -0.336 -0.869
N -0.147 1.390 -0.022 -0.469
N -2.749 -1.099 0.191 -0.816
O -0.490 -0.670 0.068 -0.463



Last place for stability: arrangement c



Arrangement a

15
Properties=species:S:1:pos:R:3:nbo_charge:R:1 method="wB97M-V/def2-TZVPD" charge=0 smiles=Nc1c(O)ccn1N homo_energy_ev=-7.590 lumo_ev=0.518 multiplicity=1
C 0.254 -0.216 0.480 0.091
C -0.296 1.089 0.344 0.236
C -0.929 1.203 -0.825 -0.364
C -0.786 -0.042 -1.537 -0.046
H 1.985 -0.680 1.321 0.363
H 0.748 -1.454 2.053 0.362
H -0.250 1.382 2.319 0.504
H -1.533 2.112 -0.967 0.229
H -1.073 -0.234 -2.604 0.234
H 1.589 -1.779 -1.330 0.350
H 0.535 -2.711 -0.517 0.351
N 1.087 -0.566 1.692 -0.819
N -0.128 -0.844 -0.725 -0.183
N 0.595 -2.022 -1.261 -0.625
O -0.292 1.899 1.377 -0.683



Arrangement b

15
Properties=species:S:1:pos:R:3:nbo_charge:R:1 method="wB97M-V/def2-TZVPD" charge=0 smiles="O=CN1C=NCCN1" homo_energy_ev=-8.816 lumo_ev=0.697 multiplicity=1
C -2.185 0.241 0.278 0.497
C 1.260 0.760 -0.405 -0.256
C 1.691 -0.620 0.316 -0.251
C -0.499 -1.342 -0.187 0.261
H -2.532 1.108 0.811 0.155
H -0.437 1.907 -0.205 0.361
H 1.819 1.728 -0.141 0.212
H 1.115 0.739 -1.504 0.187
H 2.748 -1.063 0.057 0.214
H 1.722 -0.487 1.401 0.217
H -1.463 -1.999 -0.146 0.255
N -0.913 0.035 -0.163 -0.341
N -0.003 1.132 0.141 -0.445
N 0.756 -1.614 -0.086 -0.469
O -3.080 -0.525 -0.167 -0.597



Last place for stability: arrangement b



Arrangement a

15
Properties=species:S:1:pos:R:3:nbo_charge:R:1 method="wB97M-V/def2-TZVPD" charge=0 homo_energy_ev=-9.798 lumo_ev=-0.198 multiplicity=1
C -0.135 -0.288 0.291 -0.143
C 0.351 0.755 -0.719 -0.054
C -0.259 0.591 1.275 0.100
C 0.957 -1.218 0.976 0.000
H -1.191 -0.817 -1.552 0.423
H -1.354 -1.849 0.358 0.379
H 1.298 1.180 -0.751 0.225
H -0.163 1.669 -0.504 0.198
H -0.779 0.911 -2.687 0.485
H -1.272 1.322 1.061 0.222
H 1.582 -2.109 0.527 0.231
N -1.349 -0.749 -0.254 -0.841
N 0.618 0.749 2.230 -0.258
N 1.542 -0.539 1.944 -0.229
O 0.154 0.391 -2.197 -0.740



Arrangement b

15
Properties=species:S:1:pos:R:3:nbo_charge:R:1 method="wB97M-V/def2-TZVPD" charge=0 smiles="NCc1c[nH]c(=O)[nH]1" homo_energy_ev=-8.693 lumo_ev=0.601 multiplicity=1
C -1.169 -0.202 -1.654 -0.246
C -0.365 -0.245 -0.389 0.074
C -0.517 -0.704 0.843 -0.125
C 1.255 0.675 0.811 0.747
H -2.563 -0.966 -0.524 0.349
H -2.086 -2.200 -1.461 0.359
H -0.208 -0.135 -2.419 0.218
H -1.598 0.830 -1.664 0.206
H -1.265 -1.224 1.733 0.251
H 0.882 -0.177 2.465 0.409
H 0.700 1.349 -1.028 0.402
N -2.331 -1.094 -1.623 -0.800
N 0.741 -0.352 1.471 -0.605
N 0.792 0.407 -0.456 -0.591
O 2.061 1.580 1.185 -0.647



Last place for stability: arrangement a